The following is a quantum chemistry calculation of a 14-piece molecular cluster, C56H100O20 overall at a distorted geometry, from OMol25.

```
176
C56H100O20, DFT ωB97M-V/def2-TZVPD
C 1.148 0.509 -0.189
C -0.219 1.188 -0.189
C -1.125 -0.017 0.014
O -0.418 -0.896 0.877
C 0.996 -0.768 0.643
H 1.963 1.124 0.199
H 1.372 0.309 -1.243
H -0.520 1.599 -1.151
H -0.296 1.947 0.593
H -1.267 -0.536 -0.942
H -2.087 0.252 0.440
H 1.355 -1.649 0.103
H 1.410 -0.649 1.647
C 3.896 -0.803 -2.954
C 4.122 -1.703 -1.720
C 4.360 -0.713 -0.588
O 4.477 0.583 -1.164
C 4.695 0.434 -2.564
H 2.876 -0.432 -3.075
H 4.230 -1.266 -3.880
H 4.988 -2.347 -1.874
H 3.279 -2.369 -1.525
H 5.279 -0.954 -0.035
H 3.585 -0.731 0.182
H 5.752 0.273 -2.810
H 4.351 1.344 -3.051
C -1.083 -3.616 -1.620
C -0.518 -4.762 -0.789
C 0.028 -5.634 -1.908
O -1.047 -5.628 -2.847
C -1.742 -4.378 -2.774
H -0.284 -2.967 -1.988
H -1.751 -3.029 -0.987
H -1.314 -5.312 -0.288
H 0.242 -4.401 -0.096
H 0.340 -6.631 -1.600
H 0.905 -5.183 -2.393
H -2.780 -4.583 -2.493
H -1.728 -3.889 -3.749
C 1.250 -0.296 -5.281
C 0.479 -0.993 -4.173
C -0.466 0.098 -3.729
O -0.854 0.779 -4.920
C 0.192 0.623 -5.892
H 1.681 -0.948 -6.042
H 2.098 0.270 -4.887
H 1.098 -1.467 -3.414
H -0.170 -1.756 -4.622
H 0.074 0.849 -3.126
H -1.309 -0.230 -3.123
H 0.617 1.617 -6.080
H -0.236 0.292 -6.839
C 2.021 5.055 -1.556
C 1.501 3.618 -1.496
C 2.324 2.928 -2.604
O 3.438 3.751 -2.892
C 3.481 4.833 -1.928
H 1.958 5.547 -0.584
H 1.489 5.562 -2.361
H 0.429 3.540 -1.638
H 1.784 3.259 -0.505
H 1.643 2.806 -3.453
H 2.649 1.936 -2.283
H 4.018 5.675 -2.354
H 4.058 4.412 -1.097
C -3.996 -1.657 -4.676
C -4.106 -0.277 -4.059
C -4.249 -0.599 -2.573
O -4.871 -1.902 -2.496
C -4.960 -2.471 -3.798
H -2.972 -2.020 -4.577
H -4.317 -1.703 -5.716
H -4.949 0.281 -4.471
H -3.214 0.320 -4.260
H -4.858 0.111 -2.022
H -3.270 -0.734 -2.107
H -5.958 -2.426 -4.239
H -4.604 -3.500 -3.757
C 5.158 -5.587 0.104
C 4.943 -4.202 0.713
C 3.418 -4.160 0.805
O 2.938 -4.828 -0.351
C 3.919 -5.787 -0.779
H 5.241 -6.353 0.877
H 6.072 -5.667 -0.486
H 5.320 -3.451 0.019
H 5.357 -4.078 1.713
H 3.097 -3.114 0.775
H 3.039 -4.600 1.729
H 4.161 -5.542 -1.816
H 3.498 -6.791 -0.736
C -0.926 4.914 1.775
C -2.420 4.719 1.841
C -2.900 6.004 1.132
O -1.853 6.960 1.284
C -0.750 6.392 2.010
H -0.592 4.633 0.771
H -0.348 4.308 2.479
H -2.769 4.649 2.874
H -2.727 3.795 1.350
H -3.868 6.364 1.470
H -2.983 5.691 0.084
H -0.808 6.735 3.050
H 0.192 6.819 1.655
O 0.814 -0.357 5.877
C -0.025 0.276 5.282
O -1.338 0.123 5.491
C -2.116 0.951 4.584
C -1.133 1.556 3.565
C 0.237 1.202 4.130
H -2.602 1.749 5.140
H -2.893 0.418 4.056
H -1.337 2.620 3.505
H -1.258 1.096 2.585
H 0.724 2.106 4.511
H 0.987 0.814 3.445
O -3.257 2.116 -1.703
C -3.016 2.916 -2.562
O -1.745 3.295 -2.806
C -1.680 4.117 -3.973
C -3.077 4.733 -4.138
C -3.975 3.722 -3.416
H -1.419 3.538 -4.862
H -0.867 4.831 -3.859
H -3.386 4.895 -5.167
H -3.065 5.722 -3.677
H -4.429 3.087 -4.177
H -4.732 4.096 -2.732
O 3.713 0.296 2.799
C 3.819 1.436 2.474
O 2.829 2.341 2.715
C 3.185 3.605 2.169
C 4.709 3.594 1.939
C 4.934 2.094 1.703
H 2.859 4.414 2.824
H 2.681 3.803 1.219
H 5.285 4.068 2.726
H 4.841 4.132 1.001
H 5.901 1.805 2.106
H 4.785 1.878 0.645
O -4.717 -1.806 3.931
C -3.658 -2.347 3.791
O -2.639 -1.697 3.197
C -1.452 -2.491 3.204
C -1.710 -3.552 4.267
C -3.211 -3.719 4.279
H -0.572 -1.926 3.524
H -1.174 -2.887 2.229
H -1.340 -3.248 5.245
H -1.172 -4.468 4.024
H -3.596 -3.892 5.278
H -3.623 -4.418 3.549
O 1.030 -5.152 5.040
C 1.793 -4.238 4.918
O 1.976 -3.630 3.735
C 2.836 -2.482 3.816
C 3.463 -2.523 5.204
C 2.559 -3.488 5.984
H 2.227 -1.581 3.750
H 3.581 -2.503 3.027
H 3.470 -1.558 5.704
H 4.486 -2.900 5.182
H 1.789 -2.980 6.572
H 3.135 -4.069 6.700
O -4.707 2.040 3.382
C -5.220 1.238 2.647
O -6.430 0.721 2.895
C -6.814 -0.235 1.923
C -5.842 -0.082 0.757
C -4.641 0.613 1.392
H -7.865 -0.207 1.619
H -6.806 -1.232 2.375
H -6.195 0.595 -0.028
H -5.649 -1.003 0.207
H -4.233 1.390 0.745
H -3.836 -0.093 1.592
```

Output
Energy relative to the best compared isomer or geometry (same formula, charge and spin) (kcal per mole): 0.0
HOMO-LUMO gap (Ha): 0.352
HOMO (eV): -9.25
Electronic energy (Ha): -3698.53917

Löwdin population analysis, charges in e, atoms 1 to 99: -0.1450, -0.1468, -0.1880, -0.1568, -0.1502, 0.0961, 0.0967, 0.0751, 0.1085, 0.0946, 0.0993, 0.1081, 0.1007, -0.1425, -0.1403, -0.2011, -0.1562, -0.1942, 0.0654, 0.1206, 0.1083, 0.0999, 0.1239, 0.0898, 0.1273, 0.1005, -0.1669, -0.1575, -0.2070, -0.1407, -0.1888, 0.0957, 0.1083, 0.1229, 0.1026, 0.1203, 0.1143, 0.1142, 0.1019, -0.1588, -0.1576, -0.2046, -0.1522, -0.1779, 0.1179, 0.0938, 0.0959, 0.1183, 0.1047, 0.0983, 0.1134, 0.1186, -0.1495, -0.1622, -0.1965, -0.1332, -0.1603, 0.1068, 0.1139, 0.0857, 0.0778, 0.1166, 0.0796, 0.1218, 0.1036, -0.1568, -0.1674, -0.1835, -0.1422, -0.2005, 0.0933, 0.1143, 0.1154, 0.0856, 0.0961, 0.0954, 0.1161, 0.1041, -0.1572, -0.1487, -0.2159, -0.1568, -0.1786, 0.1110, 0.1082, 0.0878, 0.1136, 0.0916, 0.1154, 0.1147, 0.1162, -0.1936, -0.1675, -0.1853, -0.1383, -0.1928, 0.1080, 0.1009, 0.1158